# C6H4

C6H4 in the gas phase in a non-equilibrium geometry (ωB97M-V with the def2-TZVPD basis set, OMol25).

```
10
Properties=species:S:1:pos:R:3:forces:R:3:nbo_charge:R:1
C -2.6592 -0.8953 -0.0051 3.580 1.715 0.053 -0.1916
C 0.9000 0.8829 -0.0029 -3.656 -1.224 0.025 -0.2404
C -0.4913 0.7256 -0.0155 0.406 0.892 0.020 -0.2004
C 1.7907 -0.1981 0.0125 0.660 -0.941 -0.129 -0.0642
C -1.5824 -0.2936 -0.0034 -0.410 -0.465 -0.055 -0.0503
C 2.5172 -1.1565 -0.0190 -0.400 0.703 0.170 -0.1773
H 1.2987 1.8833 -0.0012 -0.104 0.155 -0.028 0.2380
H 3.1706 -1.9770 0.0186 0.332 -0.454 -0.055 0.2317
H -3.5023 -1.5167 0.0223 -0.596 -0.330 -0.017 0.2341
H -1.0068 1.6889 -0.0368 0.189 -0.050 0.015 0.2203
```
Positions in Å, forces in eV/Å.

The HOMO energy is -8.8913 eV. As for the energy above the lowest of the compared OMol25 structures with the same formula, charge and spin: 66.2 kJ/mol.

---

# C6H4

2 unconnected molecules or ions with the total composition C6H4 in a non-equilibrium geometry (ωB97M-V with the def2-TZVPD basis set, OMol25).

```
10
Properties=species:S:1:pos:R:3:forces:R:3:nbo_charge:R:1
C -2.0188 -0.8314 0.0337 -4.757 -4.371 1.843 -0.4432
C -1.3942 1.4747 -0.0950 -0.479 0.726 -0.049 -0.2187
C -2.2013 0.5035 0.0841 0.695 1.123 -0.571 0.2469
C -0.1188 1.1700 -0.0406 4.046 3.574 2.773 0.0468
C -0.7457 -1.2024 -0.0941 1.664 -1.275 -0.259 0.0669
C 0.3140 -0.2694 -0.0219 1.631 -0.511 -3.131 -0.6839
H 0.7683 -0.4546 0.9009 0.648 -0.050 2.268 0.3293
H -2.7913 -1.6550 0.4045 1.285 2.071 -1.194 0.2233
H 0.9950 2.2447 0.7531 -2.603 -2.551 -2.284 0.1230
H 1.2820 -0.6288 -0.6237 -2.130 1.264 0.602 0.3097
```
Positions in Å, forces in eV/Å.

The HOMO energy (alpha / beta) is -8.2126 / -8.2103 eV. As for the energy above the lowest of the compared OMol25 structures with the same formula, charge and spin: 619.2 kJ/mol.

---

# C6H41NO13

14 unconnected molecules or ions with the total composition C6H41NO13 in a non-equilibrium geometry (ωB97M-V with the def2-TZVPD basis set, OMol25).

```
61
Properties=species:S:1:pos:R:3:forces:R:3:nbo_charge:R:1
O -0.5371 1.0145 4.3491 0.164 0.121 0.258 -0.9403
O -1.4574 -1.3402 -2.7778 0.201 1.196 -0.274 -0.9517
O 2.6741 3.9571 -1.5467 0.154 -0.392 -0.074 -0.9525
O -1.7276 1.2187 -3.1883 1.033 1.290 -0.076 -0.9990
O 2.2504 0.7038 -2.8022 0.980 0.206 -0.656 -0.9547
O 4.6925 -0.7615 -0.7663 0.758 -0.432 -0.146 -0.9855
O -2.4819 4.4506 -0.5649 0.331 0.151 -0.491 -0.9696
O 0.3697 -3.3685 3.8012 0.089 -0.706 -0.460 -0.9433
O 0.4584 -4.1152 0.6219 1.675 -1.768 -0.455 -0.9595
O 2.4343 -2.4086 -0.4597 -0.096 -0.124 -0.304 -0.9779
O 4.6111 1.7365 -1.7987 -1.713 -0.388 -0.509 -0.9940
O -4.6329 0.6220 -1.1608 -0.824 0.129 0.644 -0.9523
O -2.1535 1.7191 -0.5705 -0.809 -0.863 0.662 -1.0214
N -0.8682 -0.0170 1.5881 0.426 1.212 0.084 -0.6970
C -1.0982 -1.4325 1.3947 -1.116 1.017 -1.379 -0.2293
C 0.2881 2.0129 1.2210 -0.527 1.798 0.306 -0.6579
C 1.6516 0.0026 1.7783 -0.538 -0.378 -0.063 -0.6354
C 0.4001 0.5100 1.0381 -0.077 0.615 1.551 -0.0591
C -2.8395 -2.7116 0.0812 1.272 -0.035 -0.462 -0.6157
C -1.8430 -1.5446 0.0437 -0.249 -1.246 0.674 -0.3957
H -1.7018 -1.9190 2.1478 -0.069 0.274 0.596 0.2059
H 2.4859 4.8366 -1.2261 -0.129 0.372 0.103 0.4778
H -0.1791 -1.9727 1.2933 0.664 -0.285 0.337 0.1638
H -3.4126 -2.7657 -0.8405 -0.148 -0.182 -0.025 0.1986
H -1.0350 0.4370 2.4923 0.132 -1.006 -0.226 0.4185
H -1.0362 1.8392 -3.5107 -0.828 -0.562 0.064 0.4686
H 1.1741 2.6411 1.3807 0.470 -0.621 -0.835 0.2056
H -1.6552 -0.7385 -3.5039 0.246 1.018 0.375 0.4945
H -3.4827 -2.6050 0.9367 -0.529 0.131 0.277 0.1969
H -4.0972 0.0785 -1.7232 0.523 -0.535 -0.693 0.4859
H -1.1219 -1.6062 -0.7574 0.013 -0.346 -0.165 0.2203
H 4.5962 0.1687 -1.0169 -0.027 0.216 -0.015 0.5037
H -2.4065 -0.6600 -0.1834 -0.150 0.463 0.274 0.1829
H 0.1575 -2.9101 2.9851 -0.090 0.492 -0.057 0.4684
H 0.5495 -4.2391 3.4033 0.043 0.190 0.532 0.4741
H 1.4856 0.0226 2.8588 -0.126 -0.107 -0.088 0.1965
H -5.3543 0.0425 -0.8674 0.316 0.308 -0.042 0.4862
H 0.3656 -3.2898 0.1625 0.075 0.459 -0.509 0.4704
H 1.8460 -1.0213 1.4837 0.342 -0.230 0.301 0.2223
H 2.5401 0.5949 1.6054 0.191 0.131 -0.410 0.2185
H -3.0837 1.4342 -0.4869 -0.389 0.490 -0.659 0.5083
H 0.4192 0.2432 -0.0178 0.221 0.032 -0.247 0.1768
H 1.3025 -4.4959 0.2066 -1.796 1.003 0.958 0.4934
H 1.3507 0.5608 -2.5641 -1.216 -0.216 0.291 0.4868
H -0.3825 2.4992 0.5132 0.493 -0.017 -0.408 0.2419
H 2.2647 0.7088 -3.7714 0.029 -0.034 0.375 0.4865
H -2.2726 -3.6319 0.2339 -0.217 -0.228 -0.177 0.2173
H -0.4966 0.3847 5.0732 -0.216 -0.186 0.144 0.4822
H -2.3995 3.4973 -0.7373 -0.029 0.288 0.374 0.4910
H 5.5989 -0.9516 -1.0652 -0.520 -0.051 0.227 0.4718
H -1.7342 -2.1241 -3.1858 -0.448 -2.480 -0.422 0.4578
H 0.3913 1.2239 4.2046 0.023 0.161 -0.110 0.4733
H 2.4879 3.3755 -0.8011 -0.062 0.043 0.003 0.4755
H 3.6495 1.6858 -2.0810 1.309 -0.249 0.195 0.5065
H -0.2195 2.3298 2.1355 -0.286 -0.835 0.448 0.2198
H 4.7695 2.6704 -1.8452 0.335 0.813 0.156 0.4907
H 1.9200 -1.5965 -0.3945 0.195 -0.009 -0.113 0.4588
H 3.2720 -2.1163 -0.8593 -0.075 0.224 0.249 0.5116
H -1.7901 1.4671 -2.2321 -0.130 -0.434 -0.389 0.5038
H -3.1163 4.5446 0.1411 -0.234 -0.085 0.241 0.4621
H -1.8399 1.1092 0.1317 0.961 0.188 0.241 0.5165
```
Positions in Å, forces in eV/Å.

The HOMO energy is -8.7439 eV. As for the energy above the lowest of the compared OMol25 structures with the same formula, charge and spin: 206.6 kJ/mol.